1.
Molecular formula: C49H57F6MnN11O15S6
Method: DFT, ωB97M-V with the def2-TZVPD basis set

Its LUMO energy (spin up / spin down) is -11.503 / -11.375 eV. For the gap between HOMO and LUMO (spin up / spin down), the calculation gives 1.7584 / 6.2338 eV. Its multiplicity is 7. Its total energy is -7769.65463 a.u. Its expectation value of S² is 12.02. The HOMO energy (spin up / spin down) comes out at -13.3 / -17.6 eV. Its charge is +5.

```
145
Properties=species:S:1:pos:R:3:lowdin_spin:R:1
Mn 5.276 15.324 -10.687 4.671
O 1.248 15.801 -9.901 0.002
C 1.944 15.885 -11.023 0.007
O 1.285 16.091 -12.035 0.010
O 3.192 15.853 -11.013 0.059
H 0.447 16.005 -10.390 0.000
C 0.850 19.254 -9.834 0.000
N 1.924 19.551 -8.823 0.000
C 1.940 18.864 -7.667 0.000
C 2.852 19.230 -6.643 0.000
C 3.688 20.279 -6.871 0.000
C 3.577 21.035 -8.096 0.000
C 2.738 20.641 -9.088 0.000
C 4.535 20.826 -5.759 0.000
C 5.624 20.181 -5.349 0.000
C 6.452 20.646 -4.320 0.000
N 6.185 21.841 -3.760 0.000
C 5.150 22.624 -4.238 0.000
C 4.350 22.075 -5.214 0.000
C 6.970 22.403 -2.673 0.000
H 1.278 18.744 -10.697 0.000
H 0.524 20.268 -10.064 0.000
H 0.082 18.646 -9.355 0.000
H 1.243 18.054 -7.513 0.000
H 2.966 18.584 -5.784 0.000
H 4.217 21.879 -8.306 0.000
H 2.609 21.112 -10.051 0.000
H 5.822 19.182 -5.708 0.000
H 7.318 20.074 -4.020 0.000
H 4.897 23.540 -3.726 0.000
H 3.472 22.686 -5.360 0.000
H 7.814 22.928 -3.121 0.000
H 7.433 21.568 -2.146 0.000
H 6.293 22.957 -2.023 0.000
C 4.839 23.946 -16.600 0.000
N 4.842 22.489 -16.429 0.002
C 3.724 21.814 -16.790 0.001
C 3.667 20.456 -16.538 0.001
C 4.729 19.766 -15.904 0.002
C 5.854 20.501 -15.623 0.001
C 5.885 21.854 -15.915 0.001
C 4.681 18.306 -15.560 0.007
C 3.587 17.809 -14.782 0.001
C 3.633 16.480 -14.422 0.005
N 4.655 15.603 -14.742 0.008
C 5.623 16.013 -15.605 0.006
C 5.676 17.407 -15.933 0.002
C 4.577 14.248 -14.366 0.003
H 4.128 24.326 -17.334 0.000
H 5.841 24.267 -16.885 0.000
H 4.683 24.319 -15.588 0.000
H 2.961 22.370 -17.315 0.000
H 2.866 19.827 -16.898 0.000
H 6.644 19.976 -15.107 0.000
H 6.693 22.492 -15.589 0.000
H 2.869 18.467 -14.315 0.000
H 2.888 16.078 -13.752 0.001
H 6.497 15.425 -15.844 0.000
H 6.428 17.781 -16.611 0.000
H 5.566 13.794 -14.434 0.000
H 3.896 13.750 -15.056 0.001
H 4.211 14.264 -13.340 0.002
C -8.124 14.607 -17.802 0.004
N -6.808 14.390 -17.094 0.084
C -6.076 15.446 -16.609 0.019
C -4.846 15.222 -15.953 0.041
C -4.380 13.932 -15.712 0.065
C -5.215 12.878 -16.176 0.051
C -6.446 13.115 -16.822 0.022
C -3.070 13.661 -15.031 0.152
C -2.428 14.541 -14.156 0.029
C -1.240 14.205 -13.469 0.101
N -0.603 13.105 -13.972 0.177
C -1.142 12.292 -14.880 0.096
C -2.368 12.563 -15.390 0.061
C 0.821 12.915 -13.636 0.011
H -8.487 13.604 -18.025 0.000
H -8.006 15.220 -18.696 0.002
H -8.830 15.056 -17.103 0.003
H -6.543 16.418 -16.671 0.001
H -4.325 16.095 -15.588 0.002
H -4.942 11.854 -15.969 0.002
H -7.132 12.341 -17.135 0.001
H -2.862 15.488 -13.872 0.001
H -0.873 14.825 -12.664 0.010
H -0.518 11.420 -15.011 0.006
H -2.664 11.846 -16.141 0.003
H 1.288 13.899 -13.682 0.005
H 1.378 12.373 -14.400 0.001
H 0.823 12.594 -12.595 0.004
C 3.959 16.413 0.571 0.000
N 3.363 15.867 -0.616 0.000
C 3.973 14.753 -1.130 0.000
C 3.541 14.300 -2.410 0.000
C 2.413 14.894 -3.019 0.000
C 1.847 15.972 -2.368 0.000
C 2.250 16.419 -1.115 0.000
C 1.958 14.425 -4.384 0.000
C 1.489 15.263 -5.414 0.000
C 1.201 14.729 -6.688 0.000
N 1.158 13.435 -6.864 0.000
C 1.452 12.544 -5.870 0.000
C 1.856 13.038 -4.620 0.000
C 0.792 12.959 -8.188 0.000
H 3.618 17.425 0.786 0.000
H 5.028 16.402 0.357 0.000
H 3.650 15.711 1.345 0.000
H 4.843 14.408 -0.591 0.000
H 4.100 13.505 -2.882 0.000
H 1.001 16.523 -2.751 0.000
H 1.906 17.249 -0.515 0.000
H 1.447 16.340 -5.338 0.000
H 0.894 15.323 -7.537 0.000
H 1.491 11.488 -6.094 0.000
H 2.138 12.364 -3.825 0.000
H -0.156 13.294 -8.608 0.000
H 0.831 11.870 -8.178 0.000
H 1.587 13.310 -8.847 0.000
N 6.014 15.551 -8.937 0.055
S 7.374 15.621 -8.179 0.013
O 7.690 14.561 -7.213 0.012
O 8.053 16.895 -7.941 0.010
F 8.156 15.087 -9.487 0.008
S 5.216 15.822 -7.433 0.013
O 5.361 17.108 -6.760 0.011
O 4.824 14.660 -6.646 0.006
F 3.812 16.061 -8.103 0.006
N 5.277 13.392 -11.105 0.058
S 6.388 12.302 -11.391 0.010
O 6.232 11.786 -12.756 0.009
O 6.891 11.464 -10.245 0.008
F 7.581 13.401 -11.535 0.008
S 4.126 12.200 -10.629 0.009
O 3.818 12.207 -9.221 0.004
O 4.117 10.840 -11.194 0.009
F 2.793 12.932 -11.318 0.001
N -0.724 17.098 -6.967 0.000
S -1.921 16.226 -7.123 0.000
O -3.093 16.875 -7.616 0.000
O -2.104 15.071 -6.247 0.000
F -1.394 15.497 -8.451 0.000
S -1.252 17.763 -5.469 0.000
O -1.284 16.973 -4.261 0.000
O -2.225 18.855 -5.639 0.000
F 0.163 18.500 -5.174 0.000
```

2.
Molecular formula: C2H12O3S2
Method: DFT, ωB97M-V with the def2-TZVPD basis set

Its LUMO energy is 0.379 eV. For the gap between HOMO and LUMO, the calculation gives 8.1328 eV. Its total energy is -1105.46695 a.u. The SMILES is CSSC.O.O.O. The calculation puts the relative energy (zero: lowest compared OMol25 entry of this formula, charge and spin) at 21.7 kcal per mole. The HOMO energy comes out at -7.8 eV.

```
19
Properties=species:S:1:pos:R:3:mulliken_charge:R:1
C 2.130 1.007 -0.421 -0.772
S 1.681 -0.029 0.983 -0.115
S 0.393 -1.496 0.275 -0.014
C 0.300 -1.213 -1.525 -0.798
H 2.978 1.584 -0.072 0.343
H 1.369 1.729 -0.700 0.257
H 2.413 0.425 -1.304 0.234
H -0.129 -0.234 -1.751 0.254
H -0.359 -1.999 -1.898 0.288
H 1.314 -1.280 -1.922 0.335
O -1.395 1.957 -1.315 -0.649
H -2.098 1.299 -1.452 0.367
H -0.787 1.651 -0.624 0.305
O -3.338 -0.130 -1.817 -0.640
H -3.844 -0.700 -1.224 0.306
H -3.825 -0.110 -2.648 0.302
O -0.890 0.833 2.846 -0.594
H -0.056 1.209 2.551 0.301
H -1.448 1.473 3.291 0.292
```

3.
Molecular formula: C58H58N8O6
Method: DFT, ωB97M-V with the def2-TZVPD basis set

Its LUMO energy is 0.209 eV. For the gap between HOMO and LUMO, the calculation gives 8.6405 eV. Its total energy is -3133.74745 a.u. The SMILES is Oc1ccc(O)cc1.Oc1ccc(O)cc1.Oc1ccc(O)cc1.c1ccncc1.c1ccncc1.c1ccncc1.c1ccncc1.c1ccncc1.c1ccncc1.c1ccncc1.c1ccncc1. The calculation puts the relative energy (zero: lowest compared OMol25 entry of this formula, charge and spin) at 56.2 kcal per mole. The HOMO energy comes out at -8.4 eV.

```
130
Properties=species:S:1:pos:R:3:mulliken_charge:R:1
O 1.571 4.832 7.457 -0.554
C 1.729 4.032 6.283 0.742
C 1.007 2.923 5.995 -1.184
C 0.964 2.327 4.541 -0.258
C 1.869 3.008 3.648 0.772
O 1.848 2.539 2.389 -0.211
C 2.696 4.106 4.075 -0.951
C 2.575 4.584 5.341 -0.456
H 1.077 4.242 8.118 0.330
H 0.278 2.619 6.727 0.209
H 0.386 1.457 4.147 0.555
H 2.245 1.630 2.276 -0.201
H 3.412 4.324 3.374 0.604
H 3.331 5.291 5.577 0.452
O 2.160 -3.844 6.281 -0.547
C 2.567 -2.845 5.453 1.022
C 2.164 -2.746 4.116 -0.849
C 2.550 -1.498 3.337 -0.352
C 3.568 -0.661 3.850 0.441
O 3.986 0.517 3.218 -0.331
C 3.986 -0.901 5.227 -0.693
C 3.471 -1.956 6.031 -0.929
H 1.619 -4.499 5.801 0.304
H 1.531 -3.541 3.566 0.087
H 2.073 -1.423 2.436 0.761
H 4.824 0.907 3.584 0.236
H 4.633 -0.075 5.665 0.179
H 3.838 -2.051 6.965 0.585
O -2.382 0.011 -2.879 -0.540
C -1.211 -0.209 -2.128 -0.014
C -0.074 -0.756 -2.567 -0.838
C 1.269 -0.790 -1.736 -1.023
C 1.148 0.044 -0.545 0.329
O 2.355 0.025 0.225 0.321
C 0.069 0.631 -0.125 -0.771
C -1.164 0.579 -0.971 -0.891
H -2.421 -0.643 -3.643 -0.047
H -0.199 -1.369 -3.656 -0.187
H 2.171 -1.363 -2.043 0.940
H 3.147 -0.218 -0.256 -0.010
H 0.078 1.227 0.717 0.850
H -1.906 1.074 -0.693 1.849
C 0.376 5.893 1.814 -0.123
C -0.950 6.375 1.913 -0.617
C -1.920 6.004 0.937 -0.339
N -1.806 4.976 0.096 -0.528
C -0.506 4.498 -0.008 -0.801
C 0.523 4.937 0.843 0.380
H 1.102 6.176 2.751 0.171
H -1.262 7.126 2.510 0.567
H -2.952 6.235 0.928 0.443
H -0.309 3.727 -0.667 0.895
H 1.601 4.408 0.658 -0.029
C 3.665 -6.033 -0.302 -0.509
C 4.254 -6.362 -1.544 -0.469
C 3.876 -5.723 -2.669 -0.239
N 2.900 -4.767 -2.744 -0.469
C 2.411 -4.357 -1.498 -0.294
C 2.786 -4.921 -0.289 -0.380
H 4.148 -6.575 0.587 0.268
H 4.931 -6.972 -1.761 0.661
H 4.429 -5.895 -3.637 0.316
H 1.668 -3.527 -1.652 0.493
H 2.340 -4.609 0.598 0.639
C -4.884 -2.274 -2.439 0.789
C -6.034 -1.895 -3.142 -0.471
C -6.920 -2.878 -3.632 -0.189
N -6.439 -4.120 -3.668 -0.588
C -5.386 -4.483 -2.879 -0.555
C -4.501 -3.571 -2.339 -0.163
H -4.038 -1.437 -2.259 -0.031
H -6.185 -0.696 -3.267 0.243
H -7.961 -2.460 -3.904 0.287
H -5.144 -5.539 -2.891 0.409
H -3.630 -3.816 -1.730 0.335
C 2.475 1.437 -5.917 -0.432
C 2.394 2.382 -6.985 -0.190
C 1.365 3.400 -7.044 -0.419
N 0.453 3.539 -6.129 -0.599
C 0.461 2.653 -5.064 -0.346
C 1.420 1.561 -4.992 -0.002
H 3.165 0.516 -6.003 0.299
H 3.265 2.290 -7.746 0.251
H 1.355 3.830 -7.888 0.570
H -0.100 2.667 -4.161 0.605
H 1.363 0.840 -4.184 0.255
C -3.208 -1.733 -5.636 -0.054
C -2.331 -0.589 -5.905 -0.303
C -1.023 -0.971 -6.266 -0.166
N -0.536 -2.132 -6.127 -0.680
C -1.361 -3.177 -5.795 -0.597
C -2.697 -3.058 -5.583 -0.194
H -4.266 -1.423 -5.505 0.368
H -2.868 0.469 -6.003 0.256
H -0.413 -0.145 -6.596 0.492
H -0.934 -4.019 -5.671 0.696
H -3.254 -4.033 -5.491 0.346
C -2.230 2.373 3.205 0.108
C -3.091 1.280 3.658 -0.285
C -3.613 1.416 4.920 -1.171
N -3.410 2.477 5.756 -0.717
C -2.708 3.545 5.176 -0.461
C -2.052 3.534 4.014 -0.372
H -1.755 2.174 2.238 0.420
H -3.404 0.314 3.248 0.414
H -4.207 0.816 5.006 1.046
H -2.467 4.493 5.698 0.346
H -1.431 4.317 3.752 0.680
C -5.757 0.057 1.247 -0.609
C -6.631 -0.667 2.091 -0.941
C -6.394 -2.056 2.191 -0.352
N -5.276 -2.677 1.888 -0.592
C -4.446 -2.031 1.066 -0.133
C -4.701 -0.677 0.740 0.032
H -5.923 1.082 1.237 0.545
H -7.302 -0.199 2.457 0.835
H -6.954 -2.800 2.793 0.391
H -3.609 -2.670 0.885 0.571
H -3.912 -0.083 0.284 0.335
C 5.447 0.234 -1.752 -0.087
C 5.434 0.304 -0.307 -0.489
C 5.222 -0.871 0.347 -0.005
N 5.038 -1.985 -0.279 -0.341
C 5.130 -1.997 -1.608 -0.128
C 5.251 -0.917 -2.389 -0.688
H 5.393 1.085 -2.536 0.242
H 5.500 1.276 -0.102 0.522
H 5.037 -0.750 1.530 -0.099
H 4.885 -2.817 -2.208 0.417
H 5.176 -0.840 -3.407 0.577
```